Record 1
# C4H14N2O2

3 unconnected molecules or ions with the total composition C4H14N2O2 in a non-equilibrium geometry (the ωB97M-V functional and the def2-TZVPD basis, the OMol25 dataset).

Computed properties:
HOMO energy ... -0.3235 Eh
Orbital gap ... 9.75 eV

Each line ends with the natural charge from an NBO analysis.
CARTESIAN COORDINATES (ANGSTROEM)
C  1.18  0.94  0.29  -0.22
C  1.16  -0.59  0.33  -0.43
C  -0.31  -1.13  0.17  -0.25
C  -1.50  -1.70  2.11  -0.04
N  -1.20  -0.82  1.25  -0.43
N  0.82  1.55  -1.01  -0.87
H  2.18  1.28  0.55  0.19
H  0.42  1.30  0.99  0.17
H  1.57  -0.91  -0.63  0.25
H  1.79  -1.01  1.10  0.21
H  -0.25  -2.17  -0.16  0.19
H  -0.67  -0.56  -0.69  0.19
H  -2.03  -1.33  2.99  0.17
H  -1.18  -2.74  2.14  0.15
H  0.90  2.54  -0.98  0.37
H  -0.09  1.23  -1.34  0.36
H  2.16  -0.13  -3.49  0.47
H  0.91  -0.05  -2.59  0.48
O  1.66  -0.61  -2.80  -0.95
H  -2.08  1.09  1.02  0.50
H  -3.10  2.21  0.50  0.47
O  -2.36  1.63  0.26  -0.98


Record 2
# C10H9NO

2 unconnected molecules or ions with the total composition C10H9NO in a non-equilibrium geometry (the ωB97M-V functional and the def2-TZVPD basis, the OMol25 dataset).

Computed properties:
HOMO energy ... -0.3203 Eh
Orbital gap ... 9.51 eV

Each line ends with the natural charge from an NBO analysis.
CARTESIAN COORDINATES (ANGSTROEM)
C  1.25  2.37  -0.14  0.86
C  -3.04  0.34  0.17  -0.22
C  -2.56  -0.29  -0.97  -0.21
C  -2.20  0.49  1.27  -0.23
C  -1.26  -0.76  -1.02  -0.19
C  -0.90  0.02  1.23  -0.15
C  -0.42  -0.61  0.08  -0.12
C  0.93  -1.04  0.04  -0.06
C  2.11  -1.29  -0.01  0.06
C  3.52  -1.58  -0.04  -0.69
N  0.26  2.53  -0.79  -0.78
O  2.31  2.33  0.32  -0.52
H  -4.05  0.70  0.21  0.22
H  -3.20  -0.41  -1.83  0.22
H  -2.57  0.99  2.16  0.22
H  -0.88  -1.24  -1.91  0.22
H  -0.25  0.15  2.08  0.22
H  3.80  -1.95  -1.03  0.24
H  3.77  -2.34  0.70  0.24
H  4.08  -0.67  0.17  0.24
H  -0.69  2.26  -0.67  0.43


Record 3
# C3H10N2

2 unconnected molecules or ions with the total composition C3H10N2 in a non-equilibrium geometry (the ωB97M-V functional and the def2-TZVPD basis, the OMol25 dataset).

Computed properties:
HOMO energy ... -0.3451 Eh
Orbital gap ... 10.43 eV

Each line ends with the natural charge from an NBO analysis.
CARTESIAN COORDINATES (ANGSTROEM)
C  -0.80  2.56  1.02  -0.38
C  -1.94  2.52  1.74  -0.40
H  0.16  2.18  1.45  0.19
H  -0.87  2.54  -0.05  0.20
H  -1.92  2.16  2.77  0.20
H  -2.82  2.95  1.28  0.19
N  2.13  -2.17  -0.82  -0.81
C  0.95  -1.65  -1.42  -0.06
N  -0.03  -0.84  -0.61  -0.84
H  2.69  -1.45  -0.38  0.36
H  1.89  -2.77  -0.04  0.34
H  1.31  -1.19  -2.37  0.18
H  0.31  -2.47  -1.73  0.15
H  -0.15  -1.39  0.24  0.34
H  -0.92  -0.98  -1.08  0.35


Record 4
# C51H42FN6O8PRbS

A molecular structure, C51H42FN6O8PRbS in a non-equilibrium geometry (the ωB97M-V functional and the def2-TZVPD basis, the OMol25 dataset).

Computed properties:
HOMO energy (spin up / spin down) ... -0.1350 / -0.0905 Eh
Net charge ... -1
Orbital gap (spin up / spin down) ... 4.80 / 3.58 eV

Each line ends with the Löwdin charge.
CARTESIAN COORDINATES (ANGSTROEM)
Rb  17.75  10.53  11.42  1.01
O  14.34  10.53  18.32  -0.05
C  14.88  11.57  17.88  -0.74
O  14.86  12.76  18.16  -0.03
C  15.80  11.34  16.73  -0.08
C  15.77  10.01  16.24  0.06
C  16.46  9.80  15.05  -0.20
N  17.12  10.79  14.37  0.11
C  17.27  11.97  14.97  -0.24
C  16.64  12.34  16.19  0.08
C  18.16  12.99  14.47  -0.19
C  18.49  14.24  15.11  0.02
C  19.61  14.99  14.67  -0.09
C  20.38  14.54  13.63  -0.06
C  19.90  13.35  13.01  -0.14
N  18.81  12.74  13.31  0.07
C  16.52  8.44  14.51  -0.21
C  16.15  7.28  15.33  0.01
C  16.25  6.03  14.72  -0.08
C  16.70  5.91  13.40  -0.07
C  17.14  7.04  12.79  -0.13
N  16.96  8.27  13.27  0.06
H  15.19  9.18  16.65  0.10
H  16.72  13.32  16.64  0.11
H  18.02  14.64  15.95  0.07
H  19.93  15.87  15.27  0.11
H  21.16  15.11  13.14  0.09
H  20.54  12.90  12.23  0.09
H  15.79  7.48  16.37  0.11
H  15.82  5.18  15.22  0.09
H  16.64  4.95  12.88  0.11
H  17.76  7.05  11.92  0.08
O  14.10  13.16  10.44  -0.36
S  15.71  13.55  10.10  0.71
O  16.43  12.32  9.86  -0.40
O  16.13  14.43  11.20  -0.26
C  15.29  14.25  8.55  -0.29
C  16.09  14.56  7.49  -0.07
C  15.61  14.93  6.26  -0.08
C  14.26  15.29  6.16  -0.09
C  13.44  15.20  7.26  -0.07
C  13.96  14.66  8.46  -0.32
P  13.07  14.46  9.90  0.96
C  11.50  13.84  9.86  -0.29
C  11.18  12.64  10.54  -0.05
C  9.99  11.94  10.17  -0.07
C  9.09  12.47  9.27  -0.08
C  9.26  13.80  8.82  -0.08
C  10.43  14.49  9.09  -0.05
C  13.39  15.69  11.11  -0.31
C  13.02  15.37  12.41  -0.08
C  13.19  16.27  13.45  -0.09
C  13.81  17.46  13.19  -0.08
C  14.07  17.90  11.85  -0.05
C  13.97  16.94  10.83  -0.06
H  17.15  14.38  7.65  0.13
H  16.21  14.89  5.40  0.09
H  13.85  15.64  5.20  0.11
H  12.38  15.46  7.21  0.10
H  11.86  12.23  11.30  0.11
H  9.84  10.97  10.75  0.14
H  8.29  11.85  8.92  0.10
H  8.53  14.33  8.28  0.09
H  10.59  15.47  8.73  0.09
H  12.79  14.36  12.71  0.11
H  12.85  16.00  14.47  0.13
H  13.95  18.15  14.07  0.12
H  14.65  18.81  11.75  0.10
H  14.42  17.09  9.90  0.09
F  24.33  13.67  11.49  0.10
C  24.21  12.43  11.19  -0.25
C  22.96  11.94  10.84  0.09
C  22.66  10.56  10.69  -0.05
C  21.31  10.03  10.56  -0.31
O  20.36  10.86  10.62  -0.10
C  21.15  8.59  10.46  0.00
C  22.31  7.84  10.50  0.03
N  23.51  8.31  10.92  -0.01
C  24.58  7.50  11.36  -0.24
C  24.38  6.07  11.88  -0.11
C  24.90  7.03  12.85  -0.08
C  23.78  9.70  10.84  -0.11
C  25.08  10.21  10.98  0.06
C  25.34  11.57  11.30  -0.14
N  26.60  12.06  11.56  -0.07
C  26.91  13.49  11.81  -0.14
C  28.43  13.81  11.79  -0.22
N  29.29  12.73  11.22  -0.02
C  28.98  11.35  11.90  -0.18
C  27.51  11.21  12.33  -0.17
C  19.78  7.85  10.46  -0.63
O  19.97  6.60  10.74  -0.10
O  18.67  8.32  10.19  -0.16
H  22.12  12.56  10.76  0.10
H  22.33  6.83  10.19  0.13
H  25.52  7.65  10.82  0.12
H  25.19  5.49  11.41  0.11
H  23.33  5.80  11.89  0.11
H  25.96  6.93  13.05  0.09
H  24.27  7.45  13.61  0.10
H  25.93  9.60  11.16  0.07
H  26.55  13.86  12.81  0.13
H  26.40  14.19  11.09  0.13
H  28.70  13.99  12.81  0.09
H  28.52  14.72  11.18  0.09
H  30.30  12.92  11.34  0.02
H  29.18  12.64  10.18  0.06
H  29.62  11.24  12.82  0.11
H  29.14  10.53  11.16  0.10
H  27.51  11.42  13.41  0.12
H  27.21  10.13  12.27  0.12